[1]
{"formula": "C14H28FNO12S2", "method": "ωB97M-V with the def2-TZVPD basis set", "lumo_energy_ev": -2.04, "e_above_lowest_kcal_mol": 151.8, "charge": 0, "max_force_ev_per_a": 9.16, "e_homo_ha": -0.362, "total_energy_ha": -2403.85374, "symbols": ["C", "C", "O", "C", "C", "O", "C", "N", "S", "C", "O", "O", "S", "O", "O", "F", "H", "H", "H", "H", "H", "H", "H", "H", "H", "H", "H", "H", "C", "C", "O", "C", "O", "O", "C", "H", "H", "H", "H", "H", "H", "H", "H", "C", "C", "O", "C", "O", "O", "C", "H", "H", "H", "H", "H", "H", "H", "H"], "coordinates": [[-2.159, 4.940, 0.253], [-3.707, 4.639, 0.699], [-4.160, 3.255, 0.498], [-3.333, 2.280, 1.228], [-2.550, 1.376, 0.098], [-1.083, 1.489, 0.125], [-0.545, 2.114, -1.093], [-0.201, 1.155, -2.211], [0.195, -0.447, -1.640], [-1.280, 1.145, -3.282], [-2.064, 0.062, -3.379], [-1.349, 2.338, -4.159], [-2.954, 2.862, -4.396], [-3.946, 2.468, -3.274], [-2.982, 4.438, -4.466], [-3.530, 2.233, -5.900], [-1.368, 4.168, 0.637], [-1.865, 5.982, 0.757], [-2.036, 5.085, -0.925], [-3.868, 5.060, 1.785], [-4.393, 5.315, -0.007], [-2.629, 2.747, 2.047], [-4.087, 1.536, 1.774], [-3.004, 1.670, -0.956], [-2.795, 0.216, 0.228], [0.431, 2.742, -0.825], [-1.305, 2.913, -1.540], [-0.937, -1.028, -1.033], [6.311, -1.275, 1.881], [7.009, -1.012, 0.559], [6.223, -1.505, -0.534], [5.200, -0.705, -0.929], [4.907, 0.377, -0.445], [4.544, -1.329, -1.938], [3.394, -0.625, -2.400], [6.051, -2.334, 1.976], [6.951, -0.989, 2.721], [5.376, -0.711, 1.954], [7.960, -1.553, 0.536], [7.240, 0.052, 0.428], [3.637, 0.411, -2.659], [2.607, -0.658, -1.639], [3.027, -1.126, -3.300], [-1.421, -6.264, 1.597], [-2.371, -5.335, 2.333], [-1.641, -4.362, 3.091], [-1.172, -3.302, 2.386], [-1.323, -3.111, 1.190], [-0.482, -2.502, 3.237], [0.131, -1.381, 2.605], [-0.698, -6.705, 2.291], [-1.971, -7.066, 1.099], [-0.844, -5.720, 0.842], [-2.964, -5.915, 3.048], [-3.076, -4.852, 1.647], [-0.593, -0.809, 2.016], [0.962, -1.717, 1.976], [0.530, -0.728, 3.386]], "forces_ev_per_a": [[0.24, 0.99, 0.05], [0.09, 1.42, -0.97], [1.81, 1.06, 1.62], [-0.44, -1.40, -0.11], [-1.16, -0.95, -0.28], [-0.52, 1.37, -2.43], [0.09, 2.56, 0.58], [-3.00, 0.08, -1.07], [-0.56, -0.20, 0.00], [-3.06, -6.80, 1.31], [4.83, 7.77, -0.44], [-2.20, -1.67, 1.19], [-5.31, 5.36, 3.08], [4.40, -0.10, -4.58], [1.40, -6.79, -0.96], [2.03, 1.05, 3.39], [-1.67, 1.30, -0.69], [-0.63, -2.21, -1.17], [-0.39, -0.47, 2.59], [0.28, -1.27, -1.83], [1.41, -1.67, 1.56], [-1.26, -0.83, -1.82], [1.58, 1.71, -1.12], [0.99, -0.43, 2.17], [0.51, 2.49, -0.02], [-2.03, -1.79, -0.26], [1.47, -1.75, 1.04], [0.66, 1.10, -0.68], [-0.35, 0.03, 0.04], [0.27, 0.17, 0.59], [-0.71, 0.61, -0.62], [-0.13, 0.22, 0.34], [0.41, -1.42, -0.70], [0.80, 0.43, 0.76], [-0.41, 0.23, -0.19], [0.19, 0.09, -0.01], [-0.03, -0.04, -0.11], [0.21, 0.03, -0.04], [-0.29, -0.05, -0.28], [-0.25, -0.18, -0.07], [-0.03, -0.16, 0.20], [0.46, 0.16, -0.18], [0.26, -0.12, 0.23], [0.30, 0.12, -0.14], [-0.24, -0.55, -0.40], [0.28, 1.13, -0.39], [0.07, -0.21, -0.23], [0.14, -0.13, 1.48], [-0.72, -0.74, -0.57], [0.25, 0.53, -0.20], [-0.21, -0.02, -0.01], [0.03, 0.09, 0.08], [-0.20, -0.04, 0.06], [0.23, 0.32, 0.11], [0.29, 0.08, 0.11], [0.17, -0.20, -0.01], [-0.22, 0.09, -0.04], [-0.16, -0.34, 0.03]], "mulliken_charge": [-0.5446, -0.3195, -0.3765, -0.6128, 0.2381, -0.2745, -0.3216, 0.0882, -0.1006, 0.5966, -0.4739, -0.2051, 1.1333, -0.4337, -0.4969, -0.2316, 0.0923, 0.3463, 0.1223, 0.2795, 0.2685, 0.2949, 0.2939, 0.0432, 0.2153, 0.1798, 0.1335, 0.1311, -1.0705, -0.1633, -0.3623, 0.7333, -0.5693, -0.3784, -0.3521, 0.2885, 0.3541, 0.2941, 0.2865, 0.2983, 0.3223, -0.0981, 0.3495, -1.0730, -0.1544, -0.3719, 0.7200, -0.5492, -0.3390, -0.3522, 0.2970, 0.3489, 0.2928, 0.2968, 0.2868, 0.0700, 0.2751, 0.2545]}

[2]
{"formula": "C14H28FNO24S6", "method": "ωB97M-V with the def2-TZVPD basis set", "lumo_energy_ev": 0.05, "charge": 0, "max_force_ev_per_a": 1.63, "e_homo_ha": -0.342, "total_energy_ha": -4899.46190, "symbols": ["C", "N", "C", "C", "O", "C", "O", "S", "O", "O", "F", "H", "H", "H", "H", "H", "H", "H", "H", "C", "C", "O", "S", "O", "O", "O", "H", "H", "H", "H", "C", "C", "O", "S", "O", "O", "O", "H", "H", "H", "H", "C", "C", "O", "S", "O", "O", "O", "H", "H", "H", "H", "C", "C", "O", "S", "O", "O", "O", "H", "H", "H", "H", "C", "C", "O", "S", "O", "O", "O", "H", "H", "H", "H"], "coordinates": [[-0.203, 1.425, 3.403], [0.049, 2.422, 2.356], [-1.159, 2.751, 1.586], [1.149, 2.072, 1.561], [2.260, 2.295, 1.913], [0.914, 1.420, 0.203], [1.826, 0.347, -0.082], [2.030, -0.687, 1.106], [3.259, -1.371, 0.831], [0.879, -1.880, 0.631], [-0.350, -1.169, 0.498], [-0.191, 0.397, 3.026], [0.533, 1.537, 4.197], [-1.183, 1.604, 3.842], [-1.687, 3.524, 2.141], [-0.889, 3.165, 0.619], [-1.842, 1.904, 1.462], [-0.113, 1.102, 0.047], [1.117, 2.175, -0.558], [-0.440, -3.809, 5.521], [0.283, -5.138, 5.471], [0.780, -5.212, 4.126], [1.155, -3.748, 3.603], [2.544, -3.526, 3.765], [0.520, -3.534, 2.353], [0.379, -2.931, 4.737], [-1.426, -3.869, 5.056], [-0.538, -3.420, 6.530], [-0.369, -5.982, 5.674], [1.133, -5.160, 6.155], [1.711, 0.197, -4.635], [2.465, 1.338, -5.282], [3.173, 1.948, -4.191], [3.583, 0.834, -3.119], [4.926, 0.432, -3.338], [3.132, 1.258, -1.844], [2.622, -0.319, -3.653], [0.816, 0.551, -4.124], [1.441, -0.585, -5.339], [1.807, 2.061, -5.755], [3.196, 0.978, -6.008], [0.195, 6.296, 3.908], [-0.063, 7.750, 3.566], [-0.785, 7.693, 2.325], [-1.702, 6.389, 2.295], [-3.026, 6.725, 2.678], [-1.437, 5.708, 1.080], [-1.011, 5.624, 3.510], [1.024, 5.883, 3.332], [0.375, 6.137, 4.967], [0.851, 8.322, 3.439], [-0.697, 8.234, 4.311], [-2.656, -1.368, -4.971], [-2.830, -1.050, -3.506], [-2.230, 0.253, -3.357], [-2.447, 1.100, -4.689], [-3.556, 1.969, -4.539], [-1.172, 1.592, -5.085], [-2.871, -0.104, -5.638], [-1.646, -1.703, -5.193], [-3.369, -2.106, -5.326], [-2.339, -1.770, -2.864], [-3.886, -0.976, -3.234], [-0.908, -5.812, -1.251], [0.293, -4.917, -1.044], [0.761, -4.659, -2.384], [-0.459, -4.613, -3.386], [-0.846, -3.257, -3.606], [-0.188, -5.469, -4.482], [-1.544, -5.281, -2.430], [-0.618, -6.844, -1.454], [-1.599, -5.786, -0.413], [1.079, -5.381, -0.458], [0.018, -3.971, -0.589]], "forces_ev_per_a": [[0.17, 0.34, 0.40], [-0.84, -0.25, -0.50], [-0.03, -0.10, 0.51], [-0.58, 0.17, -0.18], [1.49, -0.13, 0.64], [-0.40, 0.38, -0.78], [-0.60, -0.21, 0.68], [0.34, 0.10, 0.33], [-0.37, -0.19, -0.03], [0.25, 0.51, -0.96], [0.00, -0.15, 0.15], [0.00, -0.04, -0.04], [0.09, -0.17, -0.05], [-0.02, 0.12, -0.07], [-0.08, -0.10, -0.13], [-0.09, 0.09, -0.01], [0.11, -0.11, -0.14], [0.05, -0.22, 0.15], [0.18, -0.08, -0.02], [-0.33, -0.11, -0.10], [0.26, 0.05, 0.31], [-0.29, 0.01, -0.06], [0.04, -0.01, 0.14], [-0.01, 0.09, -0.06], [-0.06, -0.66, 0.45], [0.12, -0.05, 0.15], [0.00, -0.02, 0.01], [0.15, 0.15, -0.04], [0.01, -0.07, -0.22], [-0.02, 0.02, 0.02], [-0.42, 0.20, 0.14], [0.20, -0.20, -0.28], [-0.23, 0.00, 0.04], [-0.15, -0.03, -0.13], [0.04, -0.01, 0.13], [0.57, 0.47, -0.48], [0.21, -0.11, -0.20], [-0.01, 0.02, -0.06], [0.15, -0.13, 0.08], [0.01, 0.15, 0.20], [-0.01, -0.02, -0.01], [0.39, -0.03, -0.22], [-0.18, 0.08, 0.32], [0.25, -0.09, 0.05], [0.04, 0.30, -0.08], [-0.05, -0.16, -0.03], [-0.13, 0.09, -0.10], [-0.09, 0.12, 0.19], [0.00, 0.01, 0.00], [-0.21, -0.10, 0.02], [-0.03, 0.01, -0.23], [0.02, -0.02, 0.03], [0.39, -0.10, -0.07], [-0.56, 0.04, 0.11], [0.12, -0.17, -0.10], [0.05, -0.22, 0.10], [0.07, 0.11, -0.11], [-0.03, 0.20, -0.04], [-0.24, -0.03, 0.16], [0.01, -0.03, 0.04], [-0.12, 0.18, -0.14], [0.23, 0.19, 0.06], [0.02, 0.04, -0.04], [0.20, -0.35, 0.01], [-0.17, 0.22, 0.20], [0.07, -0.27, 0.03], [0.10, 0.03, 0.09], [0.02, -0.29, -0.09], [0.00, 0.12, -0.10], [-0.05, 0.16, 0.17], [0.01, 0.01, -0.01], [-0.15, 0.13, -0.12], [0.16, -0.01, -0.19], [-0.01, 0.16, 0.12]], "mulliken_charge": [-1.0923, 0.2820, -1.2313, 0.0591, -0.5660, -0.0741, -0.2458, 0.6930, -0.5429, -0.0532, -0.2151, 0.3697, 0.2848, 0.4062, 0.2417, 0.5385, 0.3592, 0.3079, 0.3791, -0.3030, -0.4203, -0.3030, 1.1272, -0.5813, -0.3858, -0.2959, 0.2795, 0.3011, 0.3121, 0.3117, 0.0287, -0.3957, -0.3477, 0.9663, -0.5932, -0.3398, -0.2557, 0.0422, 0.3337, 0.2923, 0.3011, -0.2809, -0.3720, -0.3097, 1.1259, -0.5682, -0.4973, -0.2595, 0.2510, 0.3268, 0.3074, 0.2932, -0.2403, -0.1948, -0.2333, 1.0603, -0.5770, -0.5056, -0.3457, 0.2648, 0.3245, 0.2122, 0.2967, -0.3664, 0.0466, -0.3233, 0.8994, -0.2941, -0.5895, -0.3507, 0.3025, 0.3187, 0.3317, -0.0281]}